# 1
DFT (ωB97M-V/def2-TZVPD) results for an isolated molecule of C5H9NO.

CARTESIAN COORDINATES (ANGSTROEM)
C1 0.52801 -2.32042 0.43310
C2 0.82656 -0.95312 -0.07379
N1 0.32419 -0.43987 -1.20451
C3 -0.14151 0.82101 -1.23631
C4 -0.90999 1.33517 -0.06238
C5 -0.18196 2.06557 1.05117
O1 -0.52544 3.12857 1.50752
H1 -0.38202 -2.32343 1.05439
H2 0.35892 -3.04208 -0.37454
H3 1.34648 -2.67991 1.06523
H4 1.31096 -0.23083 0.56557
H5 0.23527 -1.03644 -2.03090
H6 -0.10889 1.36214 -2.17181
H7 -1.35780 0.44811 0.42882
H8 -1.72087 1.99499 -0.39538
H9 0.69584 1.52494 1.47097

Results
Relative energy (zero: lowest compared OMol25 entry of this formula, charge and spin) = 359.2 kJ/mol
E_HOMO (alpha / beta) = -6.96 / -6.94 eV
LUMO energy (alpha / beta) = 0.70 / 0.60 eV
F_max = 0.47 eV Å⁻¹

***

# 2
DFT (ωB97M-V/def2-TZVPD) results for a cluster of 2 separate species, C2H9NS2 in total in a non-equilibrium geometry.

CARTESIAN COORDINATES (ANGSTROEM)
C1 -0.16193 -2.93799 -0.73986
N1 0.95326 -2.09945 -0.29204
H1 -0.73085 -2.55900 -1.59849
H2 -0.95185 -3.05569 -0.00266
H3 0.31398 -3.87623 -1.00240
H4 1.47747 -1.74069 -1.07574
H5 0.67759 -1.33598 0.31041
C2 -0.03261 1.96384 -0.28620
S1 -1.10768 3.10369 0.75022
S2 0.12960 3.74793 2.24731
H6 0.82137 1.65323 0.30040
H7 0.18645 2.53402 -1.18572
H8 -0.73529 1.17913 -0.55374
H9 -0.83950 3.42318 3.12852

Results
Total charge = +1
Expectation value of S² = 0.754
Relative energy (zero: lowest compared OMol25 entry of this formula, charge and spin) = 12.6 kJ/mol
2S+1 = 2
E_HOMO (alpha / beta) = -11.78 / -11.76 eV
LUMO energy (alpha / beta) = -5.28 / -8.67 eV
F_max = 1.69 eV Å⁻¹

***

# 3
DFT (ωB97M-V/def2-TZVPD) results for a structure of composition C38H52Br2N3O4PSSiTi in a non-equilibrium geometry.

CARTESIAN COORDINATES (ANGSTROEM)
Ti1 0.90396 -0.46931 0.66515
C1 2.85331 -2.41292 -5.44747
O1 3.87496 -1.59032 -4.96022
C2 3.74403 -1.12989 -3.65355
C3 4.70549 -0.20809 -3.23499
C4 4.60302 0.37585 -1.99533
C5 3.53208 0.08607 -1.12028
C6 3.27877 0.84840 0.04650
C7 4.36328 1.70802 0.66788
O2 2.10419 0.93307 0.58183
C8 2.62344 -0.96990 -1.50363
O3 1.72155 -1.41769 -0.68115
C9 2.74554 -1.53229 -2.78046
H1 3.09047 -2.58729 -6.49806
H2 1.86906 -1.93903 -5.36527
H3 2.82269 -3.37383 -4.92282
H4 5.49992 0.05291 -3.92039
H5 5.32084 1.13321 -1.71515
H6 5.31242 1.17250 0.68371
H7 4.06671 1.94061 1.69163
H8 4.49995 2.64290 0.11624
H9 2.01917 -2.29017 -3.03871
C10 -3.48997 -0.57316 -4.01349
Si1 -1.75880 -1.29499 -4.41025
C11 -1.69493 -3.18336 -4.12711
C12 -1.57449 -1.06578 -6.32086
C13 -0.48936 -0.18655 -3.58742
C14 0.36764 0.69565 -4.20019
C15 1.12382 1.57271 -3.42284
C16 0.97934 1.51402 -2.04884
N1 0.20524 0.64340 -1.41567
C17 -0.50574 -0.22044 -2.16795
S1 -1.48221 -1.35381 -1.40014
H10 -4.29157 -1.10562 -4.51607
H11 -3.54841 0.47113 -4.30971
H12 -3.66455 -0.62680 -2.94544
H13 -2.11615 -3.73165 -4.96668
H14 -2.25129 -3.42864 -3.22986
H15 -0.67472 -3.52484 -3.98064
H16 -2.31585 -1.67111 -6.83591
H17 -0.59626 -1.36475 -6.68923
H18 -1.73708 -0.02982 -6.60645
H19 0.43857 0.73138 -5.28158
H20 1.79925 2.28916 -3.86923
H21 1.50635 2.21849 -1.41544
Br1 5.05129 -1.88471 2.68547
C18 3.48520 -2.93435 2.41416
C19 3.55110 -4.30681 2.53681
C20 2.37797 -5.03462 2.39900
Br2 2.50189 -6.93730 2.64080
C21 1.13698 -4.45274 2.08310
C22 -0.10310 -5.10329 2.00887
C23 -1.22389 -4.33461 1.65900
C24 -1.09692 -3.00702 1.33511
N2 0.07907 -2.33974 1.38665
C25 1.15167 -3.05436 1.82867
C26 2.29938 -2.26370 2.08712
O4 2.17561 -0.96764 2.03479
H22 4.48702 -4.80602 2.74531
H23 -0.19076 -6.15904 2.22679
H24 -2.19851 -4.80214 1.61819
H25 -1.94807 -2.42536 1.00548
C27 -2.30339 2.01514 4.98038
C28 -1.21877 1.36925 4.12157
C29 -1.16457 -0.14014 4.34684
C30 0.14960 1.89229 4.55423
P1 -1.30986 1.59621 2.17177
N3 -0.49047 0.52261 1.48070
C31 -3.19934 1.48426 1.65156
C32 -4.15424 2.63012 1.97475
C33 -3.71382 0.19271 2.28575
C34 -3.18992 1.23830 0.14532
C35 -0.74034 3.43864 1.77086
C36 0.78568 3.49201 1.86857
C37 -1.35358 4.58389 2.57562
C38 -1.06289 3.64388 0.29017
H26 -2.05822 1.90026 6.04122
H27 -3.27864 1.55999 4.81743
H28 -2.37837 3.07782 4.76235
H29 -0.84502 -0.35754 5.36842
H30 -0.43346 -0.56171 3.65120
H31 -2.11676 -0.63145 4.17774
H32 0.39466 1.51977 5.55321
H33 0.17882 2.97937 4.58860
H34 0.89913 1.51513 3.85588
H35 -4.15896 2.87970 3.03205
H36 -5.16954 2.33612 1.69812
H37 -3.91665 3.52479 1.40513
H38 -3.96375 0.31833 3.33671
H39 -2.95005 -0.57440 2.17484
H40 -4.61389 -0.14731 1.76945
H41 -3.10709 2.15309 -0.43394
H42 -4.10634 0.73566 -0.16813
H43 -2.34844 0.58732 -0.10088
H44 1.14655 3.63442 2.88308
H45 1.16533 4.32837 1.27559
H46 1.19677 2.56469 1.46469
H47 -1.01338 4.58278 3.60943
H48 -2.43862 4.54448 2.56988
H49 -1.05042 5.53427 2.12622
H50 -0.79507 2.74139 -0.25927
H51 -0.47989 4.48232 -0.10017
H52 -2.11240 3.87923 0.13333

Results
Total charge = -2
Expectation value of S² = 2.047
Relative energy (zero: lowest compared OMol25 entry of this formula, charge and spin) = 168.1 kJ/mol
2S+1 = 3
E_HOMO (alpha / beta) = 0.42 / -1.82 eV
LUMO energy (alpha / beta) = 4.08 / 4.08 eV
F_max = 3.05 eV Å⁻¹

***

# 4
DFT (ωB97M-V/def2-TZVPD) results for a structure of composition C33H64AlBBeCl7FN4O9P in a non-equilibrium geometry.

CARTESIAN COORDINATES (ANGSTROEM)
C1 -5.19956 -3.47745 -1.65424
C2 -6.03154 -2.19007 -1.08056
C3 -6.69385 -1.21059 -2.20710
C4 -5.78427 -0.92326 -3.53413
C5 -4.88162 0.45035 -3.48004
C6 -3.56929 0.33396 -2.44954
C7 -2.20041 -0.10063 -3.20447
C8 -0.82377 0.66915 -2.86371
C9 -1.05780 2.20873 -2.35910
C10 0.41910 2.87502 -2.22695
C11 0.40174 4.48210 -1.99467
C12 -1.11278 5.18284 -2.07626
C13 -1.95788 5.03638 -0.66777
C14 -3.58703 5.10380 -0.83705
O1 -4.06432 5.82200 -2.02842
C15 1.41391 2.02482 -1.17081
Cl1 2.98119 3.07568 -1.42898
C16 0.92996 2.36287 0.29406
C17 1.36747 1.47943 1.57249
C18 1.01254 2.22952 3.02554
N1 2.09192 3.19804 3.45843
N2 1.57011 0.60121 -1.68410
C19 2.76281 -0.18193 -1.20888
C20 2.76610 -1.15130 0.05325
C21 4.06085 -2.19754 -0.19011
N3 5.34667 -1.66565 -0.78761
O2 3.89987 -3.51273 0.12822
C22 0.27873 -0.18800 -1.92550
B1 -0.62525 -0.64069 -0.66300
O3 -1.54554 0.23285 0.14931
O4 -0.67862 -2.07928 -0.21520
P1 0.61243 -1.67238 -3.16634
C23 1.52923 -3.11480 -2.37767
O5 1.70611 -1.11193 -4.45402
H1 -4.27621 -3.03491 -2.26798
H2 -4.69445 -4.08571 -0.76121
H3 -5.80864 -4.20562 -2.33979
H4 -5.36339 -1.58117 -0.33742
H5 -6.92219 -2.63724 -0.42304
H6 -7.77041 -1.60610 -2.46613
H7 -6.86131 -0.15333 -1.67889
H8 -6.55166 -0.76802 -4.43590
H9 -5.07820 -1.79328 -3.86696
H10 -5.57674 1.29551 -3.05577
H11 -4.56813 0.71992 -4.58025
H12 -3.86500 -0.55074 -1.70376
H13 -3.57526 1.30395 -1.81960
H14 -2.40853 0.08952 -4.36816
H15 -2.17880 -1.29230 -3.13262
H16 -0.23381 0.77912 -3.89944
H17 -1.71367 2.71819 -3.21828
H18 -1.68028 2.33239 -1.37756
H19 0.94887 2.70527 -3.28535
H20 1.01040 5.00191 -2.88075
H21 0.86419 4.88864 -1.00716
H22 -0.88606 6.35004 -2.18788
H23 -1.70875 4.88567 -3.03705
H24 -1.62640 5.95777 0.01329
H25 -1.70365 4.07563 -0.04740
H26 -3.97451 3.98100 -0.76198
H27 -4.03907 5.64866 0.11842
H28 -4.93155 5.39992 -2.30207
H29 -0.25899 2.47954 0.30289
H30 1.30814 3.46789 0.56060
H31 0.92509 0.40519 1.66793
H32 2.55945 1.40820 1.56910
H33 1.01155 1.33717 3.81799
H34 -0.04133 2.73389 2.90596
H35 1.59677 3.92576 4.03501
H36 2.55512 3.64589 2.63404
H37 1.84962 0.80983 -2.71028
H38 3.73980 0.49144 -1.05109
H39 3.11923 -0.84611 -2.14167
H40 3.03508 -0.66998 1.11278
H41 1.87820 -1.87480 0.24318
H42 5.49394 -0.72937 -0.33135
H43 6.13662 -2.29717 -0.51516
H44 -1.43826 -0.04347 1.11751
H45 -0.57586 -2.04902 0.78282
H46 2.70033 -2.98982 -2.51705
H47 1.25419 -4.10601 -2.98230
H48 1.32747 -3.35144 -1.25665
H49 2.53101 -1.68691 -4.40891
Cl2 -2.90058 -4.72314 -0.64541
O6 0.34449 6.62308 0.29787
H50 0.44163 7.12296 -0.49201
Cl3 -7.82426 7.98988 2.44418
C24 -6.11935 7.91516 2.95397
C25 -5.19489 8.61528 1.97046
Cl4 -5.07845 7.74474 0.42068
H51 -5.84875 6.86265 3.08252
H52 -6.05991 8.40330 3.93146
H53 -4.18232 8.66379 2.38231
H54 -5.52663 9.63704 1.76226
Cl5 8.95215 -1.55866 3.88926
C26 7.37183 -2.19224 3.36645
C27 7.51013 -3.42297 2.48425
Cl6 8.21371 -3.03499 0.89439
H55 6.83533 -1.38744 2.85461
H56 6.81705 -2.44676 4.27461
H57 6.52386 -3.85763 2.29559
H58 8.13475 -4.18843 2.95470
Al1 -3.89585 -1.61702 0.85747
Cl7 -5.76134 5.30065 0.86284
N4 -7.81311 -4.33744 1.86391
O7 -8.50406 -4.09373 0.86072
O8 -8.13380 -5.26165 2.62927
O9 -6.80163 -3.65680 2.10153
C28 7.25902 -7.15732 3.11185
C29 6.52127 -6.64385 4.17808
C30 6.36713 -7.39199 5.34484
C31 6.95969 -8.65077 5.44912
C32 7.70060 -9.16260 4.38424
C33 7.84693 -8.41833 3.21394
H59 7.37607 -6.57540 2.20140
H60 6.06534 -5.66008 4.09933
H61 5.78662 -6.99446 6.17290
H62 6.84378 -9.23188 6.36015
H63 8.16367 -10.14290 4.46629
H64 8.41959 -8.81973 2.38248
Be1 2.35783 5.48068 -2.41487
F1 9.96133 -8.16689 2.28265

Results
Total charge = +1
E_HOMO = -9.14 eV
LUMO energy = -8.20 eV
F_max = 8.69 eV Å⁻¹